No. 1
DFT (ωB97M-V/def2-TZVPD) results for 8 unconnected molecules or ions with the total composition C23H62O8 in a non-equilibrium geometry.

## Properties
⟨S²⟩: 0.755
DFT total energy in Eh: -1514.94370
HOMO energy (spin up / spin down) in Ha: -0.43403 / -0.43403
Orbital gap (spin up / spin down) in eV: 9.65 / 3.09
LUMO level (spin up / spin down) in eV: -2.1577 / -8.7211

The geometry in ORCA input format:
```
! wB97M-V def2-TZVPD RIJCOSX def2/J DEFGRID3
* xyz 1 2
O -5.7730 1.2110 5.0774
O 0.7147 2.9019 -3.9532
O 0.3225 -0.2911 -1.1569
O -3.3057 -3.5852 0.4809
O -1.3239 -2.9660 -1.4335
O 3.6999 2.5405 4.5211
O 6.2190 -3.3618 -2.2859
O -0.5653 0.5294 -3.5115
C -0.3719 0.4904 1.0339
C 2.3214 2.6589 4.8432
C 0.6177 -0.2137 0.2347
C -5.0236 -2.1940 -0.2384
C 1.7631 1.2597 5.1932
C 1.9623 0.5522 0.1648
C -4.3037 1.7701 3.0234
C 1.0022 4.1300 -1.9473
C -3.4945 1.3323 5.4169
C 1.7263 3.3536 -3.0341
C -3.9171 -2.3510 0.6769
C -2.6868 -0.4611 -3.7022
C 5.6774 -2.2983 -1.5092
C 4.2068 -2.5120 -1.2299
C -1.0216 -5.2352 -1.9580
C 0.8014 -3.4906 -2.3730
C -4.5165 0.9095 4.3803
C -0.3243 -3.9878 -1.4528
C -2.2937 2.1253 -3.7985
C 1.6495 3.3100 3.6934
C 2.7675 4.2277 -3.7619
C 6.5085 -2.2067 -0.2020
C -1.8871 0.8059 -3.2763
H 2.8177 0.0511 -0.2883
H -0.2108 0.1648 -2.6973
H -5.3581 -1.1707 -0.0684
H -4.5682 -0.1757 4.2911
H -1.9561 2.8728 -3.0806
H -3.1740 -1.5608 0.5696
H -5.8674 -2.8285 0.0329
H 2.4502 3.3742 5.6555
H 1.4679 -2.7819 -1.8816
H -3.3441 2.2135 -4.0758
H 0.2097 -4.1532 -0.5170
H -1.7984 -5.4571 -1.2263
H 7.5839 -2.3684 -0.2758
H 6.3259 -3.0764 0.4292
H -2.3698 -1.0625 -4.5542
H 1.5615 -4.2315 -2.6209
H -4.3173 -2.3476 1.6907
H 0.6501 3.6704 3.9370
H 2.1991 0.5203 4.5215
H 2.3266 0.7204 1.1783
H -2.0044 -3.2944 -0.8413
H -1.4209 0.1946 1.0509
H -3.3011 -4.0932 1.2954
H -3.5882 2.4020 5.6041
H -1.8935 2.2398 -4.8059
H 0.6983 1.0892 5.0341
H -0.5693 1.5196 0.7342
H 1.5616 2.7615 2.7556
H 2.0780 0.9414 6.1870
H -2.5309 1.0293 5.0073
H -1.3891 -5.3500 -2.9778
H 3.7995 -3.0653 -2.0761
H 0.4530 -3.0551 -3.3095
H 3.4504 4.6417 -3.0200
H -4.7895 -2.4284 -1.2768
H -2.0870 0.9067 -2.2096
H -5.2715 1.8349 2.5261
H -3.6883 -0.0706 -3.8828
H -3.9346 2.7870 3.1570
H 2.0988 2.4659 -2.5229
H 7.1525 -3.1380 -2.2810
H 2.1048 4.2723 3.4593
H -0.1002 0.6342 2.0796
H 0.7136 -1.2485 0.5634
H -0.3229 -6.0508 -1.7719
H -0.4228 -0.8843 -1.2759
H 0.2269 3.5146 -1.4911
H 2.2023 5.1394 -3.9557
H -6.4256 0.6925 4.6011
H 6.0818 -1.4512 0.4578
H 3.9366 -3.1284 -0.3725
H 5.9938 -1.3466 -1.9360
H 1.8522 1.5421 -0.2780
H 1.6661 4.5260 -1.1788
H -2.8386 -1.2120 -2.9268
H 3.7705 -1.5133 -1.2408
H 0.4908 4.9707 -2.4161
H 3.1571 3.9850 -4.7506
H 4.0449 1.6873 4.2479
H -3.5946 0.9294 6.4248
H 0.4100 2.0190 -3.7312
H -3.5508 1.2773 2.4083
*
```

No. 2
DFT (ωB97M-V/def2-TZVPD) results for 13 unconnected molecules or ions with the total composition C23H63F3N2O17P in a non-equilibrium geometry.

## Properties
DFT total energy in Eh: -2943.23709
HOMO energy in Ha: -0.42167
Orbital gap in eV: 7.18
LUMO level in eV: -4.2919

The geometry in ORCA input format:
```
! wB97M-V def2-TZVPD RIJCOSX def2/J DEFGRID3
* xyz 1 1
P 3.3747 -1.4220 1.5409
F -3.6177 -4.3976 0.5764
F -3.2910 -3.2699 -1.2517
F -3.8782 -2.2229 0.5487
O 4.8073 7.7493 -5.4106
O -0.9520 -2.5250 -0.6883
O 3.8201 4.4531 -4.0017
O 1.9732 3.6254 1.4062
O 0.6413 1.1844 5.6162
O -6.8098 -5.6521 1.0473
O -3.5778 -7.3393 2.9109
O -3.9369 0.7082 1.5308
O 3.0537 -2.3645 -2.3798
O 6.6814 10.3872 -5.5683
O -2.2449 0.6939 5.1031
O 2.5639 0.6818 -2.1634
O 1.9852 -4.7764 -2.7600
O 0.6098 3.1932 4.6570
O -7.0451 -5.9010 4.4630
O 4.5448 -0.5244 1.4167
O -1.4257 1.9381 2.6448
N 0.8610 -0.2690 0.8734
N -1.0231 1.3383 -1.0654
C 4.3060 -1.8989 -2.8876
C -1.3913 0.6058 0.1463
C 4.0201 8.7998 -5.9538
C 1.8136 0.3178 2.9708
C 2.5445 1.2431 -3.4800
C 1.8531 -0.3677 1.7842
C -0.2165 0.4866 1.1358
C -1.6383 -3.0884 0.4145
C -5.2585 1.1320 1.8790
C 0.4458 -2.4379 -0.3609
C -7.4689 -7.2373 4.2079
C 6.7925 10.5182 -4.1520
C 1.5898 -6.1346 -2.9771
C 0.7097 1.1158 3.2829
C 0.9842 -0.9942 -0.4031
C -0.3280 1.1853 2.3392
C 3.0347 5.5120 -4.5478
C 0.6631 1.8486 4.6063
C -7.5163 -4.5635 0.4550
C -3.1370 -3.2517 0.0739
C -3.5390 -7.1911 4.3303
C -2.6334 -0.6523 4.8742
C 3.3732 3.9024 1.4673
H 1.4695 -6.6159 -2.0099
H 4.5508 -2.4134 -3.8192
H 3.8807 3.4693 0.6030
H 3.0727 2.1975 -3.4924
H 6.3787 11.2333 -5.9098
H 0.4498 -0.4829 -1.2109
H 4.7369 4.7430 -4.0198
H -1.2540 -4.1055 0.6027
H -1.5603 -2.4917 1.3402
H -7.6495 -7.7354 5.1578
H -2.7902 -1.1337 5.8361
H 7.1350 9.5693 -3.7452
H -8.3920 -7.2258 3.6245
H -2.2375 1.1272 0.6315
H -2.1098 1.1054 4.2435
H -1.7612 -0.4079 -0.0564
H -8.5716 -4.8203 0.4175
H 2.6472 0.2383 3.6700
H 3.1404 -3.3148 -2.2147
H 3.2409 -2.2693 0.4188
H -4.5211 -6.8872 4.7002
H -5.2692 2.2180 1.9244
H 1.8728 2.6704 1.4126
H -6.6889 -7.7729 3.6605
H 4.3277 9.0000 -6.9822
H 5.0924 -2.0764 -2.1497
H 2.3551 -6.6625 -3.5481
H 3.4851 0.5469 -1.9213
H -6.8955 -5.4906 3.6042
H 3.5083 4.9805 1.4586
H -3.2662 -8.1458 4.7729
H -1.3168 2.8503 2.3346
H 3.7994 3.4942 2.3872
H -3.9466 -0.2534 1.4953
H -1.4777 0.9293 -1.8710
H -5.8803 -5.4079 1.0707
H 0.9652 -2.9808 -1.1694
H 4.1372 9.7012 -5.3499
H 3.0135 0.5537 -4.1871
H 0.6411 -6.1661 -3.5151
H 2.9743 8.4957 -5.9464
H -5.5382 0.7292 2.8545
H -1.2127 2.3277 -0.9962
H -1.8452 -1.1880 4.3306
H -3.5647 -0.6859 4.3006
H -7.1529 -4.3864 -0.5603
H 1.9893 5.2064 -4.5378
H 7.5153 11.2972 -3.9006
H -7.3879 -3.6576 1.0540
H 2.0860 -4.3657 -3.6255
H 5.8202 10.7649 -3.7172
H 2.0240 -1.0365 -0.7403
H 3.3439 5.7117 -5.5732
H 3.4931 -2.1346 2.7611
H -5.9718 0.7968 1.1238
H 0.6957 -2.9817 0.5670
H -2.7918 -6.4401 4.6023
H 5.7235 8.0475 -5.4326
H -3.8198 -6.4865 2.5419
H 1.5093 1.4048 -3.7711
H 0.0940 3.4383 5.4411
H 3.1545 6.4121 -3.9446
H 4.2286 -0.8358 -3.0799
*
```